The following is a quantum chemistry calculation of a structure of composition C20H28CsN7O7P2, from the OMol25 dataset.

Geometry (Å):
Cs 0.0033 0.5578 1.3615
P 3.0050 -1.0981 2.1819
P 0.6937 -2.7874 2.4888
O 1.2179 -4.1847 2.4380
O 0.1510 -2.1787 1.2307
O -0.4469 -2.6674 3.6212
O 2.6189 0.2945 1.8380
O 1.8054 -1.7689 3.0922
O 3.3448 -2.0712 1.0967
O 4.1916 -1.0496 3.2691
N 1.8511 -3.5662 -2.9636
N -3.2658 4.5580 2.4485
N -2.1014 2.6948 2.1354
N -1.0879 1.1807 -1.8625
N -2.8824 2.8161 -0.5909
N -2.2374 1.1406 -3.7660
N 2.0157 -4.0104 -0.1908
C -3.3904 2.0786 -1.7296
C 3.2193 -4.1503 -1.0397
C -2.2196 1.4645 -2.4389
C -0.9924 0.6194 -4.0738
C -0.2824 0.6577 -2.8675
C -2.0092 5.4280 4.4804
C 1.0477 0.2475 -2.8229
C 0.7576 -4.2930 -0.9220
C -3.0773 3.4349 1.6983
C -0.5035 3.0457 4.0589
C 0.6747 -3.3709 -2.1199
C -0.9424 5.0925 5.2914
C 0.8921 -0.2497 -5.1968
C -0.4284 0.1573 -5.2563
C -1.5836 3.3659 3.2347
C -0.1991 3.9209 5.0825
C 1.6216 -0.1975 -3.9999
C 3.0670 -3.2238 -2.2310
C -3.8477 3.1004 0.4581
C -2.3083 4.5446 3.4501
H 0.5879 -2.3368 -1.7540
H -3.9308 2.7408 -2.4131
H -3.9299 5.2882 2.2633
H -0.9851 0.1295 -6.1840
H -2.9946 1.3055 -4.4048
H 3.9316 -3.3401 -2.8847
H -0.2227 -3.6061 -2.6922
H 3.0583 -2.1892 -1.8537
H -0.0602 -4.1217 -0.2288
H -0.3221 -3.3561 4.2830
H 2.6615 -0.4995 -3.9989
H 2.0203 -3.0483 0.2103
H 0.7858 -5.3363 -1.2385
H 0.0901 2.1515 3.9074
H 1.6206 0.2929 -1.9045
H -2.1232 2.2648 -0.2073
H 3.2933 -5.1887 -1.3640
H -4.5077 2.2448 0.6703
H -4.0870 1.2723 -1.4439
H -2.5779 6.3354 4.6366
H 4.0748 -3.8706 -0.4316
H 0.6353 3.7036 5.7354
H 2.0319 -4.5476 0.6934
H 4.5825 -1.9289 3.3318
H 1.3758 -0.6032 -6.0981
H -0.6693 5.7532 6.1034
H -4.4851 3.9407 0.1698
H 1.7738 -2.9830 -3.7871

Summary:
Maximum force (eV/A): 0.73
Kohn-Sham gap (Eh): 0.32603
Lowest unoccupied orbital energy (hartree): 0.00136
HOMO energy (eV): -8.8
ΔE to the lowest compared entry with this formula, charge and spin (eV): 0.000
E (a.u.): -2392.163707